1.
Density functional theory data (the ωB97M-V functional and the def2-TZVPD basis) for one molecule with the formula C4H8O2S.

The energy above the lowest of the compared OMol25 structures with the same formula, charge and spin comes out at 116.5 kcal per mole. For the HOMO energy (spin up / spin down), the calculation gives -7.331 / -7.674 eV. The energy is -19203.348 eV. The frontier orbital gap (spin up / spin down) is 7.45 / 8.39 eV.

Last column: Löwdin charge in e.
Element x y z (Å)
C (1.416, -0.056, -0.001)  -0.159
C (-1.052, 0.288, -0.378)  -0.611
C (2.637, 0.699, 0.413)  -0.067
C (-1.522, -1.081, -0.579)  -0.277
O (0.266, 0.619, -0.118)  -0.079
O (-1.664, -1.821, 0.663)  -0.088
S (-2.227, 1.511, 0.135)  0.802
H (1.471, -1.091, 0.140)  0.095
H (3.141, 0.114, 1.168)  0.074
H (2.208, 1.645, 0.904)  0.109
H (3.111, 1.099, -0.454)  0.061
H (-0.750, -1.474, -1.319)  0.148
H (-2.464, -1.126, -0.990)  0.078
H (-2.388, -1.641, 1.288)  0.093
H (-2.181, 2.317, -0.870)  -0.180

Atoms 1-3, force components in eV/Å:
-0.59 0.92 0.04
0.78 1.36 0.43
-3.14 2.09 0.82



2.
Density functional theory data (the ωB97M-V functional and the def2-TZVPD basis) for C4H8O2S as an isolated structure.

The energy above the lowest of the compared OMol25 structures with the same formula, charge and spin comes out at 140.8 kcal per mole. For the HOMO energy, the calculation gives -8.986 eV. The energy is -19202.291 eV. The frontier orbital gap is 9.02 eV.

Last column: Löwdin charge in e.
Element x y z (Å)
C (1.237, 1.371, -1.321)  -0.501
C (0.940, -1.866, -0.369)  -0.242
C (-1.572, 0.105, -0.405)  -0.190
C (0.034, -0.387, 1.838)  -0.231
O (0.806, 0.639, -2.184)  -0.039
O (0.846, 1.336, -0.064)  -0.254
S (0.028, -0.651, 0.072)  0.869
H (2.062, 2.023, -1.542)  0.115
H (0.858, -2.344, -1.411)  0.020
H (-2.363, -0.296, 0.363)  0.090
H (-1.285, 1.080, -0.128)  0.019
H (-1.906, -0.142, -1.493)  0.112
H (0.651, 0.547, 1.970)  0.067
H (-1.016, -0.311, 2.202)  0.063
H (0.680, -1.105, 2.474)  0.102

Atoms 1-3, force components in eV/Å:
-0.36 -0.60 1.76
-1.07 -0.35 -0.84
-1.96 -2.78 0.05



3.
Density functional theory data (the ωB97M-V functional and the def2-TZVPD basis) for one molecule with the formula C4H8O2Si.

The energy above the lowest of the compared OMol25 structures with the same formula, charge and spin comes out at 83.5 kcal per mole. For the HOMO energy (spin up / spin down), the calculation gives -7.409 / -7.409 eV. The energy is -16246.638 eV. The frontier orbital gap (spin up / spin down) is 6.87 / 6.87 eV.

Last column: Löwdin charge in e.
Element x y z (Å)
C (1.266, -1.561, -0.460)  -0.231
C (-0.127, 0.161, 0.043)  -0.590
C (-0.677, 1.152, -0.963)  -0.023
C (-1.012, 0.143, 1.252)  -0.037
O (-0.098, -1.135, -0.668)  -0.162
O (1.249, 0.736, 0.371)  -0.543
Si (2.819, 0.294, 0.669)  0.927
H (1.259, -2.530, 0.133)  0.036
H (1.718, -1.837, -1.456)  0.033
H (-0.151, 2.124, -0.870)  0.094
H (-1.776, 1.316, -0.865)  0.095
H (-0.470, 0.630, -1.914)  0.097
H (-0.704, -0.406, 2.206)  0.108
H (-2.013, -0.272, 0.966)  0.102
H (-1.282, 1.183, 1.556)  0.095

Atoms 1-3, force components in eV/Å:
1.85 -3.29 -0.55
0.29 0.85 -0.73
-0.21 0.24 -0.73



4.
Density functional theory data (the ωB97M-V functional and the def2-TZVPD basis) for one molecule with the formula C4H8O3.

The energy above the lowest of the compared OMol25 structures with the same formula, charge and spin comes out at 34.8 kcal per mole. For the HOMO energy, the calculation gives -10.037 eV. The energy is -10419.494 eV. The frontier orbital gap is 10.91 eV. The SMILES is COCC(=O)OC.

Last column: Löwdin charge in e.
Element x y z (Å)
C (0.137, -1.148, 2.110)  -0.099
O (0.503, 0.208, 2.001)  -0.163
C (-0.203, 0.893, 1.006)  -0.135
C (0.329, 0.613, -0.400)  -0.475
O (1.477, 0.791, -0.725)  0.120
O (-0.628, 0.204, -1.250)  -0.040
C (-0.189, 0.096, -2.608)  -0.047
H (0.723, -1.567, 2.930)  0.093
H (0.355, -1.713, 1.191)  0.095
H (-0.934, -1.254, 2.344)  0.093
H (-1.284, 0.698, 1.059)  0.130
H (-0.022, 1.959, 1.179)  0.142
H (0.100, 1.084, -2.979)  0.099
H (0.672, -0.572, -2.685)  0.096
H (-1.036, -0.293, -3.172)  0.093

Atoms 1-3, force components in eV/Å:
-0.04 -0.27 0.04
0.01 0.08 0.02
-0.08 0.17 -0.07



5.
Density functional theory data (the ωB97M-V functional and the def2-TZVPD basis) for C4H8O3 as an isolated structure.

The energy above the lowest of the compared OMol25 structures with the same formula, charge and spin comes out at 101.0 kcal per mole. For the HOMO energy, the calculation gives -10.201 eV. The energy is -10416.622 eV. The frontier orbital gap is 10.58 eV.

Last column: Löwdin charge in e.
Element x y z (Å)
C (-0.995, -1.193, -1.653)  -0.150
O (-1.708, -0.950, -0.605)  -0.076
C (-0.472, 0.346, -0.501)  -0.415
O (-0.804, 1.417, -0.922)  0.103
C (0.076, 0.021, 0.894)  -0.376
C (1.516, 0.520, 0.996)  -0.027
O (-0.766, 0.653, 1.819)  0.008
H (-1.162, -0.607, -2.571)  0.120
H (-0.574, -2.199, -1.814)  0.118
H (0.196, -0.437, -1.309)  0.168
H (0.014, -1.051, 1.082)  0.153
H (2.197, -0.088, 0.389)  0.086
H (1.829, 0.459, 2.041)  0.089
H (1.591, 1.562, 0.667)  0.091
H (-0.936, 1.548, 1.487)  0.108

Atoms 1-3, force components in eV/Å:
-0.07 -0.08 -0.07
-0.14 -0.06 -0.12
0.05 0.57 -0.11



6.
Density functional theory data (the ωB97M-V functional and the def2-TZVPD basis) for a 2-piece molecular cluster, C4H8O3 overall.

The energy above the lowest of the compared OMol25 structures with the same formula, charge and spin comes out at 103.0 kcal per mole. For the HOMO energy, the calculation gives -9.337 eV. The energy is -10416.538 eV. The frontier orbital gap is 9.28 eV.

Last column: Löwdin charge in e.
Element x y z (Å)
C (1.405, 0.261, 2.281)  -0.041
C (1.263, -1.179, -0.099)  0.096
O (-0.045, -1.014, -0.290)  -0.067
C (-0.453, 0.156, -0.928)  -0.428
O (0.070, 1.214, -0.740)  0.164
C (-1.666, -0.070, -1.789)  -0.173
O (-2.139, 1.131, -2.314)  -0.027
H (1.356, 1.351, 2.337)  0.036
H (0.413, -0.160, 2.478)  0.037
H (2.120, -0.133, 3.005)  0.032
H (1.272, -2.060, 0.586)  0.044
H (1.744, 0.019, 1.277)  -0.047
H (-1.382, -0.777, -2.584)  0.142
H (-2.434, -0.565, -1.179)  0.141
H (-1.523, 1.827, -2.042)  0.090

Atoms 1-3, force components in eV/Å:
-0.20 0.17 0.50
-0.29 -0.32 -0.16
0.18 0.03 0.11



7.
Density functional theory data (the ωB97M-V functional and the def2-TZVPD basis) for C4H8O3 as an isolated structure.

The energy above the lowest of the compared OMol25 structures with the same formula, charge and spin comes out at 88.9 kcal per mole. For the HOMO energy (spin up / spin down), the calculation gives -9.095 / -9.095 eV. The energy is -10417.149 eV. The frontier orbital gap (spin up / spin down) is 8.95 / 8.95 eV.

Last column: Löwdin charge in e.
Element x y z (Å)
C (-0.505, 0.268, -0.111)  -0.290
C (-0.118, -0.210, 1.279)  -0.140
C (-0.380, 1.773, -0.265)  -0.050
C (0.661, -0.470, -0.790)  -0.576
O (0.214, -1.886, -0.801)  -0.021
O (-0.435, -1.432, 1.637)  0.042
O (1.339, -0.047, -1.729)  0.041
H (0.890, -2.385, -1.280)  0.116
H (-0.343, -1.997, 0.807)  0.115
H (-1.488, -0.112, -0.406)  0.153
H (-0.094, 0.495, 2.109)  0.145
H (1.273, -0.445, 0.489)  0.203
H (-0.478, 2.034, -1.317)  0.088
H (0.603, 2.119, 0.059)  0.091
H (-1.140, 2.294, 0.319)  0.083

Atoms 1-3, force components in eV/Å:
0.34 0.07 -0.17
1.02 -0.35 -1.31
0.03 -0.17 -0.05



8.
Density functional theory data (the ωB97M-V functional and the def2-TZVPD basis) for a 2-piece molecular cluster, C4H8O3 overall.

The energy above the lowest of the compared OMol25 structures with the same formula, charge and spin comes out at 36.9 kcal per mole. For the HOMO energy, the calculation gives -10.091 eV. The energy is -10419.405 eV. The frontier orbital gap is 10.74 eV. The SMILES is CC(C=O)C=O.O.

Last column: Löwdin charge in e.
Element x y z (Å)
C (-0.929, 1.269, -1.099)  -0.051
C (-0.469, -0.978, -0.413)  -0.273
O (0.354, -1.592, -1.050)  0.058
C (-0.301, 0.460, 0.042)  -0.301
O (0.422, -1.803, 1.891)  -0.045
C (1.160, 0.790, 0.233)  -0.210
O (1.732, 0.731, 1.297)  0.058
H (-1.834, 0.758, -1.441)  0.084
H (-1.201, 2.289, -0.822)  0.087
H (-0.227, 1.305, -1.938)  0.089
H (-1.475, -1.395, -0.206)  0.141
H (0.761, -2.391, 1.205)  0.045
H (-0.824, 0.596, 0.994)  0.153
H (1.115, -1.131, 1.981)  0.027
H (1.717, 1.093, -0.673)  0.137

Atoms 1-3, force components in eV/Å:
-0.07 0.10 -0.10
0.27 -0.25 -0.17
-0.32 0.27 0.22



9.
Density functional theory data (the ωB97M-V functional and the def2-TZVPD basis) for one molecule with the formula C4H8O3.

The energy above the lowest of the compared OMol25 structures with the same formula, charge and spin comes out at 23.2 kcal per mole. For the HOMO energy, the calculation gives -10.488 eV. The energy is -10419.997 eV. The frontier orbital gap is 11.34 eV. The SMILES is COC(=O)CCO.

Last column: Löwdin charge in e.
Element x y z (Å)
C (-2.851, -0.033, -0.094)  -0.052
O (-1.586, 0.176, 0.517)  -0.055
C (-0.523, 0.271, -0.302)  -0.499
O (-0.587, 0.550, -1.476)  0.120
C (0.693, -0.137, 0.480)  -0.087
C (2.030, 0.143, -0.166)  -0.264
O (2.987, -0.442, 0.699)  -0.066
H (-2.766, -0.817, -0.851)  0.098
H (-3.498, -0.359, 0.720)  0.093
H (-3.241, 0.877, -0.553)  0.094
H (0.641, 0.305, 1.478)  0.136
H (0.590, -1.221, 0.624)  0.142
H (2.061, -0.297, -1.172)  0.125
H (2.182, 1.227, -0.267)  0.127
H (3.867, -0.242, 0.363)  0.088

Atoms 1-3, force components in eV/Å:
-0.31 -0.02 -0.11
0.13 -0.07 0.04
0.08 -0.06 -0.24



10.
Density functional theory data (the ωB97M-V functional and the def2-TZVPD basis) for a 3-piece molecular cluster, C4H8O3 overall.

The energy above the lowest of the compared OMol25 structures with the same formula, charge and spin comes out at 148.4 kcal per mole. For the HOMO energy, the calculation gives -10.161 eV. The energy is -10414.569 eV. The frontier orbital gap is 8.38 eV.

Last column: Löwdin charge in e.
Element x y z (Å)
C (-1.578, -0.360, 0.103)  0.076
C (0.256, 0.578, 1.108)  0.040
C (0.998, -0.595, 1.061)  -0.361
O (2.178, -0.943, 1.393)  0.024
C (-1.438, 0.715, -0.793)  -0.498
O (-1.156, 0.733, -1.917)  0.075
H (-1.147, -1.330, -0.256)  0.101
H (-1.916, -0.410, 1.143)  0.090
H (0.690, 1.373, 0.462)  0.112
H (-0.498, 0.986, 1.913)  0.155
H (0.353, -1.498, 1.128)  0.109
H (-1.428, 1.657, -0.269)  0.102
H (0.818, -0.348, -2.110)  0.058
H (2.036, -0.313, -0.989)  0.029
O (1.831, -0.243, -1.978)  -0.112

Atoms 1-3, force components in eV/Å:
3.69 -2.22 2.01
-3.57 3.40 -1.66
3.14 -6.53 4.72



11.
Density functional theory data (the ωB97M-V functional and the def2-TZVPD basis) for one molecule with the formula C4H8O3.

The energy above the lowest of the compared OMol25 structures with the same formula, charge and spin comes out at 25.4 kcal per mole. For the HOMO energy, the calculation gives -10.080 eV. The energy is -10419.902 eV. The frontier orbital gap is 10.92 eV. The SMILES is C[C@@H](O)COC=O.

Last column: Löwdin charge in e.
Element x y z (Å)
C (-1.683, 0.989, -0.743)  -0.046
C (-0.339, 0.658, -0.091)  -0.406
O (-0.473, 0.870, 1.317)  -0.064
C (0.046, -0.790, -0.451)  -0.101
O (1.464, -1.077, -0.479)  -0.011
C (2.145, -1.059, 0.657)  -0.322
O (1.733, -0.739, 1.749)  0.067
H (-2.449, 0.278, -0.401)  0.091
H (-1.656, 0.967, -1.841)  0.083
H (-1.986, 1.987, -0.424)  0.082
H (0.439, 1.402, -0.266)  0.148
H (0.278, 0.410, 1.733)  0.051
H (-0.277, -1.071, -1.460)  0.133
H (-0.443, -1.455, 0.273)  0.146
H (3.177, -1.386, 0.473)  0.150

Atoms 1-3, force components in eV/Å:
0.11 0.11 0.15
-0.01 0.25 0.60
-0.54 -0.77 0.28



12.
Density functional theory data (the ωB97M-V functional and the def2-TZVPD basis) for C4H8O3 as an isolated structure.

The energy above the lowest of the compared OMol25 structures with the same formula, charge and spin comes out at 69.0 kcal per mole. For the HOMO energy (spin up / spin down), the calculation gives -9.243 / -9.243 eV. The energy is -10418.012 eV. The frontier orbital gap (spin up / spin down) is 9.73 / 9.73 eV.

Last column: Löwdin charge in e.
Element x y z (Å)
C (-0.063, -0.313, 1.205)  -0.669
C (0.005, 1.133, -0.229)  -0.046
C (-0.468, 0.375, -1.292)  -0.172
C (0.313, -0.665, -1.840)  -0.078
O (0.683, 0.330, 2.187)  0.058
O (0.409, -1.368, 0.691)  -0.004
O (-1.393, -0.339, 1.568)  0.081
H (1.548, -0.098, 2.206)  0.122
H (0.377, -1.255, -0.674)  0.119
H (-1.555, 0.383, 2.188)  0.115
H (-0.622, 1.907, 0.195)  0.090
H (1.069, 1.335, -0.183)  0.098
H (-1.544, 0.323, -1.433)  0.121
H (-0.132, -1.281, -2.614)  0.076
H (1.374, -0.468, -1.977)  0.088

Atoms 1-3, force components in eV/Å:
0.25 -1.01 0.41
-0.14 0.06 -0.51
0.05 -0.06 0.82